{
  "formula": "C68H164N12O12",
  "method": "ωB97M-V with the def2-TZVPD basis set",
  "elements": ["C", "C", "C", "C", "C", "C", "C", "C", "C", "N", "O", "H", "H", "H", "H", "H", "H", "H", "H", "H", "H", "H", "H", "H", "H", "H", "H", "H", "H", "H", "C", "C", "C", "C", "C", "C", "C", "C", "C", "N", "O", "H", "H", "H", "H", "H", "H", "H", "H", "H", "H", "H", "H", "H", "H", "H", "H", "H", "H", "H", "C", "C", "C", "C", "C", "C", "C", "C", "C", "N", "O", "H", "H", "H", "H", "H", "H", "H", "H", "H", "H", "H", "H", "H", "H", "H", "H", "H", "H", "H", "C", "C", "C", "C", "C", "C", "C", "C", "C", "N", "O", "H", "H", "H", "H", "H", "H", "H", "H", "H", "H", "H", "H", "H", "H", "H", "H", "H", "H", "H", "C", "O", "C", "C", "C", "N", "H", "H", "H", "H", "H", "H", "H", "H", "H", "H", "H", "C", "O", "C", "C", "C", "N", "H", "H", "H", "H", "H", "H", "H", "H", "H", "H", "H", "C", "O", "C", "C", "C", "N", "H", "H", "H", "H", "H", "H", "H", "H", "H", "H", "H", "C", "O", "C", "C", "C", "N", "H", "H", "H", "H", "H", "H", "H", "H", "H", "H", "H", "C", "O", "C", "C", "C", "N", "H", "H", "H", "H", "H", "H", "H", "H", "H", "H", "H", "C", "O", "C", "C", "C", "N", "H", "H", "H", "H", "H", "H", "H", "H", "H", "H", "H", "C", "O", "C", "C", "C", "N", "H", "H", "H", "H", "H", "H", "H", "H", "H", "H", "H", "C", "O", "C", "C", "C", "N", "H", "H", "H", "H", "H", "H", "H", "H", "H", "H", "H"],
  "coordinates": [[-4.53858, 1.81085, -3.81208], [-4.15222, 0.39189, -4.09728], [-4.35527, -0.43095, -2.83825], [-5.00895, -0.21388, -5.21594], [-4.37407, -1.41783, -5.90461], [-2.91591, -1.23002, -6.30581], [-2.02206, -0.76021, -5.13620], [-1.81212, -1.86001, -4.10853], [-0.65230, -0.32704, -5.63157], [-2.72789, 0.42741, -4.53644], [-1.89630, 0.91561, -3.42449], [-4.29320, 2.46698, -4.62409], [-5.57359, 1.97671, -3.51480], [-3.94257, 2.20467, -2.99313], [-3.58800, -0.14277, -2.12304], [-5.32536, -0.23483, -2.35520], [-4.24652, -1.48833, -2.94813], [-5.95416, -0.41956, -4.74039], [-5.24084, 0.50388, -6.03342], [-4.37012, -2.31409, -5.21805], [-4.96345, -1.72448, -6.78393], [-2.81441, -0.58369, -7.17460], [-2.59338, -2.21668, -6.69470], [-2.72530, -2.35076, -3.73495], [-1.36292, -1.31592, -3.25414], [-1.11892, -2.62998, -4.42275], [0.06228, -0.02779, -4.85650], [-0.70368, 0.41244, -6.39190], [-0.21224, -1.21292, -6.13134], [-1.61057, 1.73941, -3.78854], [4.99664, 2.99944, -0.34752], [4.66297, 4.27735, 0.45671], [5.65555, 4.43076, 1.64186], [4.83717, 5.48052, -0.53494], [4.20058, 6.75021, 0.05705], [2.76648, 6.53906, 0.51417], [2.54672, 5.30866, 1.44274], [2.99958, 5.60100, 2.90094], [1.03843, 4.96279, 1.41618], [3.24969, 4.10386, 0.84744], [3.03917, 2.98874, 1.63375], [4.96028, 2.14547, 0.31437], [4.25734, 2.88405, -1.13236], [6.04543, 3.04945, -0.74065], [6.66424, 4.07502, 1.37990], [5.62041, 5.46608, 2.03198], [5.29061, 3.83922, 2.46432], [5.93796, 5.65537, -0.63997], [4.47261, 5.28786, -1.57086], [4.84723, 6.94100, 0.91901], [4.32295, 7.62248, -0.61540], [2.16966, 6.45734, -0.39406], [2.39017, 7.44551, 1.01987], [2.49700, 6.46661, 3.30391], [4.09433, 5.72131, 3.00302], [2.85473, 4.72842, 3.51546], [0.64138, 4.70988, 0.42249], [0.44276, 5.81342, 1.83924], [0.80828, 4.18955, 2.09415], [3.00087, 2.31517, 0.93131], [7.06740, 1.50461, 3.66780], [6.33498, 0.25040, 4.10740], [6.60576, -0.93478, 3.11536], [6.84931, -0.16858, 5.51451], [5.91971, -1.19699, 6.18312], [4.50528, -0.64596, 6.27451], [3.99518, -0.31738, 4.86597], [3.74303, -1.67681, 4.18901], [2.67033, 0.38278, 4.97542], [4.93763, 0.58298, 4.13752], [4.41261, 0.74195, 2.82157], [8.17916, 1.39340, 3.90697], [7.01618, 1.69208, 2.60850], [6.76177, 2.28435, 4.38037], [5.76499, -1.02682, 2.46129], [7.48957, -0.97701, 2.46577], [6.50440, -1.86288, 3.69151], [7.88735, -0.55528, 5.37723], [6.97554, 0.63788, 6.24231], [5.91461, -2.12082, 5.59303], [6.28780, -1.49682, 7.16622], [4.46591, 0.15909, 6.98510], [3.85031, -1.40618, 6.66583], [3.12582, -2.37418, 4.81049], [4.62916, -2.20978, 3.91195], [3.28398, -1.51524, 3.19065], [2.75128, 1.26366, 5.64144], [1.99195, -0.35038, 5.39757], [2.26838, 0.73428, 4.01876], [4.07124, 1.64526, 2.77637], [-4.87562, -3.67080, -0.62375], [-3.46546, -3.94520, -0.03402], [-2.41626, -3.46149, -1.01266], [-3.31117, -3.18850, 1.33705], [-4.04214, -3.85054, 2.46951], [-3.75341, -5.34152, 2.63506], [-3.89128, -6.19405, 1.32284], [-3.16430, -7.52443, 1.45380], [-5.44270, -6.53243, 1.07248], [-3.22407, -5.40304, 0.23513], [-3.50253, -6.09968, -0.96567], [-4.93328, -2.66974, -1.09992], [-5.09452, -4.31535, -1.43606], [-5.69719, -3.76869, 0.07219], [-1.37603, -3.81504, -0.85576], [-2.75444, -3.67851, -2.03771], [-2.36921, -2.36399, -0.94937], [-2.26328, -2.99766, 1.59551], [-3.68331, -2.13235, 1.17913], [-3.88008, -3.42988, 3.48041], [-5.11244, -3.84106, 2.23136], [-4.36550, -5.68524, 3.47860], [-2.69805, -5.38467, 2.95481], [-3.60064, -8.14341, 2.26861], [-2.10603, -7.42288, 1.64187], [-3.28468, -8.12363, 0.54024], [-6.03999, -5.59244, 1.14051], [-5.84145, -7.31333, 1.71501], [-5.49584, -6.83710, 0.05513], [-2.67194, -6.22575, -1.38851], [0.87717, -4.37956, 1.52366], [1.54181, -5.31699, 2.32890], [0.69996, -6.21750, 3.02126], [0.11502, -5.76762, 4.36967], [1.22391, -5.55214, 5.36589], [-0.67428, -7.02047, 4.76952], [0.10374, -4.85273, 0.92015], [1.62531, -3.93825, 0.85225], [0.45027, -3.56995, 2.11935], [-0.15649, -6.54559, 2.42121], [1.26444, -7.10658, 3.26531], [-0.50080, -4.85578, 4.27735], [0.94410, -4.90047, 6.22060], [2.10756, -5.11846, 4.86340], [1.61362, -6.46620, 5.79619], [-0.67236, -7.06847, 5.78918], [-1.64688, -6.95021, 4.45372], [-1.57174, 6.13573, -1.60544], [-2.80119, 5.95939, -1.10237], [-3.18228, 4.63604, -1.09995], [-4.49528, 4.45504, -0.39924], [-5.66189, 5.26770, -1.09991], [-4.22944, 4.65892, 1.00671], [-1.48075, 5.89328, -2.65037], [-0.87204, 5.51350, -1.02737], [-1.23041, 7.12966, -1.39150], [-3.11625, 4.16944, -2.10403], [-2.41971, 4.15551, -0.43135], [-4.75761, 3.41705, -0.52984], [-5.59022, 5.04326, -2.18799], [-5.57097, 6.35145, -0.95381], [-6.70352, 4.92463, -0.86867], [-3.84546, 5.58323, 1.14939], [-4.95700, 4.46904, 1.66669], [1.13044, -2.56552, -2.20651], [2.31900, -3.29581, -2.51157], [2.40605, -3.61237, -3.91801], [3.51601, -4.66499, -4.23140], [4.87495, -3.95637, -4.12323], [3.24658, -5.18337, -5.56810], [0.99580, -1.74117, -2.94062], [1.25171, -2.04703, -1.24187], [0.30020, -3.23799, -2.33944], [1.44685, -4.04217, -4.21906], [2.54930, -2.71158, -4.52467], [3.37201, -5.48332, -3.49264], [5.65295, -4.63819, -4.44734], [5.06609, -3.56248, -3.14041], [4.83746, -3.12033, -4.81538], [3.98369, -5.78975, -5.85920], [2.37847, -5.64045, -5.64782], [0.36617, 3.33629, 4.63029], [-0.03490, 2.02876, 4.99486], [-1.22083, 1.68740, 4.35461], [-1.60660, 0.19439, 4.69302], [-2.61371, -0.46560, 3.74194], [-2.01256, 0.06213, 6.06628], [-0.48550, 4.03778, 4.60497], [0.73563, 3.30901, 3.58742], [1.17272, 3.59835, 5.33225], [-2.05233, 2.30231, 4.73924], [-1.10091, 1.84322, 3.28300], [-0.67989, -0.30598, 4.49856], [-3.54604, 0.05799, 3.55231], [-2.90342, -1.45513, 4.12269], [-2.06815, -0.56348, 2.81475], [-2.89443, 0.48397, 6.31600], [-1.33933, 0.46841, 6.71983], [2.42468, 0.67871, -6.43909], [2.96142, 0.92376, -5.19060], [4.17472, 0.27533, -4.95377], [4.48241, 0.23405, -3.44349], [5.93814, 0.00128, -3.18995], [3.54285, -0.62492, -2.71904], [3.14585, 0.87915, -7.25593], [1.56036, 1.34591, -6.53538], [2.09846, -0.37604, -6.57670], [4.15370, -0.78912, -5.25734], [4.95725, 0.82885, -5.47723], [4.27187, 1.28664, -3.25154], [6.74267, 0.55536, -3.68222], [6.25077, -1.06488, -3.31802], [6.14953, 0.12117, -2.09834], [3.76393, -1.54614, -3.06406], [2.54866, -0.42194, -2.84613], [-7.69093, -2.08800, 3.43810], [-7.82276, -0.95008, 2.67750], [-6.55747, -0.64898, 2.03683], [-6.68000, 0.45559, 1.04100], [-5.36838, 0.79899, 0.43893], [-7.25897, 1.65988, 1.72734], [-8.63198, -2.20285, 3.99287], [-6.85153, -1.98057, 4.13662], [-7.44230, -2.97058, 2.85274], [-5.86455, -0.28147, 2.82707], [-6.20539, -1.59422, 1.58522], [-7.36122, 0.15746, 0.21473], [-4.73946, 1.40302, 1.07054], [-5.57634, 1.38981, -0.46518], [-4.68100, -0.02696, 0.12709], [-6.57040, 1.94601, 2.40299], [-8.14179, 1.42455, 2.14897], [-2.12126, 1.23531, 0.13860], [-0.90454, 0.45235, 0.31715], [0.20320, 1.32518, 0.13271], [1.38043, 0.42639, -0.26942], [1.62345, -0.71990, 0.74359], [2.49334, 1.27157, -0.58518], [-2.29320, 1.37216, -0.93761], [-2.06229, 2.17274, 0.71241], [-2.91520, 0.61444, 0.54710], [-0.01639, 2.04867, -0.67227], [0.43267, 1.95382, 0.98428], [0.89115, -0.02477, -1.16240], [2.46073, -1.38435, 0.55303], [0.72947, -1.35047, 0.83195], [1.74009, -0.27596, 1.75856], [2.36610, 1.67907, -1.49128], [3.32430, 0.69994, -0.67081], [-1.45626, 3.54199, -5.98985], [-0.89750, 3.20420, -4.72843], [0.12016, 3.97636, -4.28840], [0.72227, 3.40854, -2.97968], [1.75188, 4.30969, -2.45562], [1.14781, 2.00012, -3.21157], [-1.99316, 4.50979, -5.95194], [-2.16222, 2.74175, -6.22742], [-0.65727, 3.56988, -6.75835], [0.83703, 4.00651, -5.14385], [-0.21386, 5.00455, -4.09616], [-0.13679, 3.38396, -2.30692], [2.61413, 4.30704, -3.12135], [1.97646, 3.94467, -1.42311], [1.42528, 5.34009, -2.36267], [0.32298, 1.49298, -3.51367], [1.88794, 1.81193, -3.87781]],
  "atomic_forces_ev_per_a": [[0.06, 0.92, 0.70], [0.51, -0.95, -0.37], [0.00, 0.48, 1.07], [0.43, 0.70, -1.10], [-0.16, -1.33, 0.92], [0.13, -0.46, -0.29], [-1.18, 0.10, 0.19], [-0.13, 0.41, 1.25], [0.41, -1.40, -0.10], [0.94, 0.41, -0.08], [-1.21, -1.59, -0.33], [-0.08, 0.23, -0.80], [-0.18, -0.36, -0.20], [0.11, -0.14, 0.34], [0.05, 0.10, 0.20], [0.18, 0.01, -0.33], [-0.15, -0.65, -0.40], [-0.49, -0.44, -0.05], [0.32, 0.06, 0.62], [-0.27, 0.80, -0.52], [0.14, 0.16, 0.31], [-0.05, 0.52, 0.05], [0.26, 0.38, 0.41], [0.40, 0.27, -0.44], [-0.14, -0.62, -0.12], [0.19, -0.12, -0.29], [-0.39, -0.03, -0.02], [-0.20, 0.97, -0.54], [-0.08, 0.28, 0.24], [0.41, 1.33, -0.46], [1.20, 0.60, 0.33], [0.74, -0.39, -0.85], [-0.55, 0.38, -0.22], [-0.05, 0.19, 0.04], [1.05, -0.17, 0.28], [0.10, 0.03, -0.05], [0.02, -0.67, -0.45], [0.97, -0.40, -0.69], [-0.16, 1.76, 0.17], [-0.40, 3.17, -0.99], [0.45, -0.43, 0.96], [0.04, -0.39, 0.09], [0.16, -0.03, -0.23], [-0.91, 0.06, 0.10], [-0.30, 0.43, 0.08], [0.69, -0.52, -0.46], [-0.01, -0.55, 0.33], [-0.76, -0.20, 0.08], [-0.06, -0.24, 0.80], [-0.25, 0.48, 0.14], [-0.26, -0.46, 0.26], [-0.30, -0.34, 0.02], [0.15, -0.37, 0.02], [-0.23, 0.20, 0.21], [-0.71, 0.50, -0.32], [-0.64, -0.35, 0.31], [0.38, 0.12, 0.22], [0.49, -0.30, -0.60], [-0.02, -1.13, 0.38], [-0.74, -0.74, -0.30], [2.22, -0.29, 1.60], [1.46, -0.73, -0.90], [-0.45, -0.68, 0.65], [0.12, -0.53, 0.21], [0.47, -0.25, -0.24], [0.76, -0.31, -0.59], [0.28, -0.34, -0.03], [-0.77, -0.26, -1.13], [-0.22, 0.77, 0.28], [-1.76, -0.02, 1.23], [0.51, -0.16, -0.14], [-1.19, -0.13, -0.45], [-0.49, 0.48, -0.21], [-0.21, 0.30, -0.86], [-0.47, 0.32, -0.72], [0.12, 0.45, 0.65], [0.74, 0.04, -0.20], [-0.76, 0.02, -0.02], [-0.26, 0.51, -0.42], [-0.05, 0.10, 0.13], [0.10, 0.19, 0.04], [0.00, 0.83, 0.07], [-0.34, -0.35, 0.23], [0.28, 0.79, -0.52], [0.55, -0.30, 0.30], [-0.25, -0.07, 0.70], [-0.13, -0.43, -0.22], [-0.48, 0.17, 0.17], [0.11, -0.26, 0.14], [0.07, 0.19, 0.11], [0.49, 1.12, -0.07], [-0.73, -0.36, 1.70], [0.21, 0.59, -0.58], [0.21, 1.18, -0.75], [-1.13, -0.92, 0.23], [1.31, -0.04, -0.52], [-1.42, 0.79, 1.01], [-0.54, -0.79, 0.06], [1.23, 1.91, 0.06], [0.01, -0.15, 0.34], [-1.14, -0.03, -0.09], [0.18, -0.23, 0.63], [-0.01, -1.01, -0.73], [-0.03, 0.09, 0.39], [-0.77, -0.12, 0.14], [0.38, -0.15, 0.25], [-0.02, -0.15, -0.03], [0.15, -0.52, -0.17], [0.05, -0.98, 0.09], [-0.13, 0.36, -0.73], [-0.12, 0.56, 0.30], [0.05, -0.42, -0.42], [-0.11, -0.34, -0.01], [0.20, 0.53, -0.34], [0.35, 0.23, 0.08], [0.02, 0.24, 0.16], [0.25, -0.81, 0.22], [0.19, 0.11, 0.20], [-0.28, -0.49, -0.87], [1.17, -0.18, -0.37], [0.37, 0.32, -0.14], [-0.01, -0.46, 0.34], [-0.45, 0.30, 0.13], [-0.37, -1.41, -0.09], [0.79, 1.03, 0.55], [0.13, 1.49, 0.11], [-0.25, -0.06, -0.08], [-0.16, -0.11, 0.14], [-0.21, 0.08, 0.04], [0.12, 0.12, -0.39], [0.39, -0.20, -0.15], [0.05, -0.36, 0.00], [0.07, -0.27, -0.55], [-0.47, 0.19, 0.17], [-0.22, -0.55, -0.03], [-0.24, -0.02, -0.33], [0.42, -0.01, 0.21], [2.37, -0.09, 0.62], [-2.56, 1.32, 0.21], [1.17, -1.34, 0.69], [-1.51, 0.29, -0.49], [0.09, -0.74, -0.41], [0.56, 0.36, 0.09], [-0.01, -0.07, -0.68], [0.30, -0.29, -0.30], [-0.04, 0.80, -0.28], [-0.25, 0.28, 0.19], [-0.46, -0.40, -0.68], [-0.06, -0.51, -0.02], [0.15, 0.37, 0.47], [-0.02, -0.31, 0.00], [1.01, 0.26, 0.45], [-0.12, 0.05, 0.21], [-0.58, 0.03, -0.10], [1.10, 0.76, -0.91], [0.48, -0.06, -0.81], [-0.30, -0.78, 0.69], [-1.20, 0.65, 1.19], [-0.81, -0.77, -0.86], [1.26, 1.54, -0.02], [-0.04, -0.34, 0.13], [-0.26, -0.92, -0.27], [-0.69, -0.10, 0.48], [-0.22, -0.07, -0.12], [0.11, 0.13, 0.03], [0.47, 0.55, 0.03], [0.41, 0.02, 0.14], [0.04, -0.13, 0.51], [0.18, 0.15, -0.24], [0.33, -0.44, -0.27], [-1.04, -0.64, 0.08], [0.33, -0.48, -0.44], [0.03, 0.14, 0.54], [-1.40, -1.18, -0.03], [-0.34, 1.68, -0.48], [0.42, 0.06, 0.32], [0.61, -0.39, 1.29], [0.27, -0.04, 0.51], [0.18, -0.03, 0.60], [-0.41, 0.30, -0.40], [0.06, 0.20, -0.27], [-0.16, -0.04, -0.41], [0.67, -0.73, 0.45], [-0.06, 0.48, 0.11], [0.33, 0.23, -0.08], [-0.21, -0.24, -0.61], [-0.28, 0.10, -0.51], [-0.03, -0.21, -0.45], [-0.42, -0.30, -1.30], [-0.07, -0.10, 0.87], [0.94, -1.12, 0.42], [-1.49, 2.11, -1.72], [1.47, -1.99, 2.19], [1.42, 0.11, 0.02], [-0.18, 0.13, 0.30], [0.14, -0.22, -0.17], [0.09, 0.45, 0.25], [-0.11, 0.32, -0.53], [0.24, -0.21, -0.19], [-0.05, 0.22, 0.98], [-0.83, 0.44, -0.41], [-0.52, 0.46, -0.28], [-0.31, 0.16, -0.64], [-0.54, -0.53, 0.38], [0.65, 0.22, -0.27], [-0.05, -0.38, 1.17], [0.78, 1.22, -1.47], [-0.47, -0.78, 0.92], [-1.78, 0.29, 0.38], [1.12, 0.12, -1.44], [0.68, -0.54, -1.71], [0.36, -0.28, -0.13], [-0.09, 0.00, 0.32], [-0.28, -0.32, -0.32], [-0.03, -0.53, -0.27], [0.26, 0.35, 0.08], [0.13, 0.12, 0.60], [0.02, 0.46, 0.58], [0.30, -0.08, 0.19], [-1.13, 0.15, 0.24], [-0.15, 0.19, 0.53], [0.00, -0.07, 0.37], [0.78, -1.25, 0.42], [-0.90, 1.56, 0.06], [0.30, -0.69, -0.37], [-1.92, -0.64, -0.53], [-0.54, 1.15, 0.98], [1.16, -0.44, 1.25], [0.02, 0.34, 0.19], [-0.10, -0.12, -0.30], [0.13, 0.16, -0.01], [0.18, -0.37, -0.09], [-0.04, -0.05, 0.82], [0.81, -0.08, -0.03], [0.32, 0.22, -0.30], [0.08, 0.24, -0.24], [0.25, -0.25, -0.50], [-0.43, 0.31, -0.54], [0.14, -0.17, -0.05], [0.14, -0.04, 0.09], [-2.37, -1.58, -0.41], [1.87, 1.36, -0.09], [-1.46, -1.06, -2.64], [1.01, -0.24, 1.43], [-0.54, 0.52, 1.05], [0.32, -0.31, -0.02], [0.08, 0.16, -0.01], [-0.33, 0.11, 0.26], [0.39, 0.25, 0.75], [-0.01, 0.14, -0.09], [-0.03, -0.19, 0.28], [0.35, -0.07, 0.23], [0.55, 0.48, -0.76], [-0.29, 0.15, -0.06], [0.23, -0.17, 0.09], [-0.01, 0.62, -0.21]],
  "mulliken_charge": [-2.395, 2.053, -1.697, -1.419, -0.597, -1.317, 1.627, -0.533, -2.149, -0.109, 3.299, 0.451, 0.508, -0.036, -0.061, 0.861, 0.335, 0.446, 0.342, 0.201, 0.460, 0.403, 0.301, -0.231, -0.675, 0.652, -0.008, 0.535, 0.554, -0.866, -2.122, 2.132, -1.731, -0.870, -0.969, -0.703, 1.717, -1.402, -0.500, 0.588, 0.950, -0.106, -0.112, 0.692, 0.508, 0.256, 0.266, 0.372, 0.241, 0.336, 0.404, -0.033, 0.495, 0.454, 0.225, 0.106, -0.544, 0.752, -1.209, -0.450, -2.058, 1.927, -1.755, -1.225, -0.650, -1.373, 2.348, -1.567, -2.046, -0.170, 1.183, 0.463, 0.238, 0.449, 0.166, 0.415, 0.370, 0.441, 0.345, 0.243, 0.485, 0.405, 0.500, 0.477, 0.336, -0.256, 0.408, 0.428, -0.162, 0.016, -1.585, 2.854, -1.255, 0.753, -0.005, -0.684, 1.367, -1.723, -1.592, 0.660, -0.609, 0.026, 0.436, 0.252, -0.339, 0.555, -0.086, -0.043, -0.866, 0.423, -0.892, 0.764, -0.732, 0.362, 0.195, 0.408, 0.158, 0.431, 0.418, 0.312, -0.364, -0.450, -0.320, 1.115, -1.565, -0.725, 0.336, 0.074, 0.150, -0.223, 0.445, -0.018, 0.349, 0.284, 0.456, 0.248, 0.244, -0.028, -0.502, 0.093, 1.805, -1.712, -0.397, 0.184, -0.138, 0.450, 0.311, -0.337, -0.987, 0.318, 0.347, 0.381, 0.257, 0.208, 0.879, -0.431, -0.566, 0.560, -1.307, -0.703, -0.555, -0.519, 0.626, 0.376, 0.017, 0.265, 0.524, 0.218, 0.312, 0.231, 0.203, -0.544, -0.353, -0.252, 0.741, -0.708, -0.620, 0.386, -0.275, 0.378, 0.245, -0.011, 0.006, 0.059, 0.315, -0.291, 0.276, 0.299, -0.725, -0.387, -1.222, 1.545, -1.471, 0.320, 0.402, 0.017, 0.258, 0.256, 0.486, -0.520, 0.462, 0.209, 0.269, 0.176, -0.655, -0.630, -0.445, 0.266, 0.218, -0.409, -0.722, 0.312, 0.267, 0.204, -0.030, -0.192, 0.313, 0.722, -0.197, -0.265, 0.259, 0.334, -0.028, 0.570, -0.133, 3.507, -1.188, 1.418, 0.092, 0.403, -1.119, -0.669, -0.140, -1.508, 0.904, 0.031, -0.738, -1.845, 0.157, -1.154, -0.081, -2.110, 1.645, -1.595, 1.490, 0.212, 0.284, 0.321, 0.452, 0.409, -0.400, 0.521, 0.086, 0.668, -1.005, 0.020],
  "charge": 0,
  "smiles": "CC1(C)CCCC(C)(C)N1O.CC1(C)CCCC(C)(C)N1O.CC1(C)CCCC(C)(C)N1O.CC1(C)CCCC(C)(C)N1O.COC[C@H](C)N.COC[C@H](C)N.COC[C@H](C)N.COC[C@H](C)N.COC[C@H](C)N.COC[C@H](C)N.COC[C@H](C)N.COC[C@H](C)N",
  "e_above_lowest_kj_mol": 0.0,
  "total_energy_ha": -4248.879532,
  "lumo_ha": 0.0165,
  "homo_ha": -0.290
}